{
  "formula": "C3H7ClN2",
  "method": "wB97M-V/def2-TZVPD",
  "orbital_gap_ev": 9.4448,
  "e_above_lowest_kj_mol": 200.32,
  "smiles": "CN/N=C\\CCl",
  "fmax_ev_per_a": 2.7,
  "homo_ev": -8.41,
  "symbols": ["C", "N", "N", "C", "C", "Cl", "H", "H", "H", "H", "H", "H", "H"],
  "xyz": [[-0.384, 0.751, 1.682], [0.243, -0.410, 1.115], [1.231, -0.156, 0.142], [0.849, -0.081, -1.080], [-0.408, -0.582, -1.626], [-0.614, -0.175, -3.297], [-0.621, 1.521, 0.935], [-1.246, 0.365, 2.260], [0.266, 1.289, 2.418], [0.738, -0.896, 1.827], [1.670, 0.305, -1.739], [-1.298, -0.246, -1.097], [-0.427, -1.685, -1.541]]
}